Formula: C15H35AgF3N2O5
Source: the OMol25 dataset
Level of theory: ωB97M-V/def2-TZVPD

Computed properties:
Orbital gap (eV): 6.2
HOMO (eV): -3.6708
ΔE to the lowest compared entry with this formula, charge and spin (kcal per mole): 0.0
Largest force on an atom (eV Å⁻¹): 2.5
Calculated total energy (eV): -41490.59123
Total charge: -1
E_LUMO (Ha): 0.0937

Positions of all 61 atoms, in Å:
Ag  15.915  27.290  3.309
C  12.878  26.250  2.405
O  13.314  27.503  3.047
O  13.991  25.675  2.019
C  11.997  25.439  3.393
F  11.809  24.147  3.036
F  12.542  25.424  4.664
F  10.742  25.976  3.534
C  12.339  28.443  3.466
C  13.087  29.588  4.128
H  12.315  30.283  4.482
H  13.613  29.205  5.005
H  13.752  30.138  3.471
H  11.643  28.047  4.212
H  11.786  28.912  2.641
H  12.205  26.572  1.587
C  15.255  29.829  1.091
C  16.368  29.032  0.412
C  17.680  29.827  0.434
O  16.540  27.773  0.950
H  15.496  30.130  2.113
H  14.324  29.264  1.056
H  15.077  30.736  0.494
H  16.094  28.893  -0.650
H  18.548  29.362  -0.025
H  17.898  30.076  1.484
H  17.560  30.849  0.034
C  16.310  25.827  7.680
C  14.968  25.984  6.963
C  14.307  27.311  7.319
O  13.669  27.273  8.578
C  12.284  27.042  8.456
N  15.183  25.850  5.506
H  16.941  26.662  7.363
H  16.857  24.923  7.415
H  16.139  25.912  8.754
H  14.297  25.159  7.233
H  13.574  27.597  6.557
H  15.068  28.093  7.266
H  12.091  26.092  7.952
H  11.826  27.912  7.971
H  11.795  27.015  9.432
H  15.451  24.883  5.338
H  14.257  25.858  5.072
C  16.601  31.294  4.751
C  17.724  30.309  5.131
C  17.648  29.931  6.621
O  17.782  31.101  7.372
C  17.485  30.926  8.740
N  17.608  29.165  4.237
H  16.765  31.616  3.715
H  16.503  32.158  5.401
H  15.684  30.717  4.614
H  18.673  30.842  4.987
H  18.530  29.278  6.743
H  16.764  29.327  6.846
H  16.535  30.417  8.909
H  17.432  31.927  9.175
H  18.331  30.471  9.266
H  17.552  29.518  3.283
H  18.514  28.696  4.251

Forces on the atoms, in the same order (eV/Å):
-0.331 -0.067 -1.160
2.198 -0.001 -1.228
-1.178 0.405 0.893
-1.048 -0.568 0.813
-0.102 -0.107 0.441
0.182 0.827 0.218
-0.788 -0.260 -0.564
0.427 -0.361 0.052
0.935 0.720 0.084
-0.747 0.047 0.597
0.208 0.132 0.101
0.237 0.179 -0.094
0.110 -0.223 -0.134
-0.094 -0.186 -0.226
-0.188 -0.593 -0.253
-0.420 -0.019 -0.099
-0.180 0.490 -1.032
0.568 -1.404 0.373
-0.346 1.428 0.655
0.053 0.348 1.119
0.089 -0.184 0.076
0.097 -0.191 0.289
-0.032 0.179 0.230
-0.207 0.301 -0.205
-0.150 -0.306 -0.011
0.304 -0.434 0.003
-0.027 -0.184 -0.475
-0.338 0.699 -0.082
0.354 -0.863 -0.471
-0.137 -0.122 -0.826
0.327 0.126 0.547
-0.191 0.399 0.189
-0.441 0.200 -0.187
0.043 0.020 0.073
-0.253 -0.215 0.127
0.227 -0.207 0.058
-0.116 0.176 0.528
-0.020 -0.221 -0.134
0.010 0.110 0.470
-0.208 0.162 -0.257
-0.116 -0.351 -0.489
0.492 -0.199 0.222
0.400 0.151 -0.064
0.452 0.360 -0.089
0.209 -0.763 -0.982
-1.153 1.470 0.259
1.154 -0.700 -1.468
-0.505 0.020 0.325
0.637 0.887 0.119
0.777 -0.268 0.136
0.296 0.367 0.165
-0.072 -0.115 0.112
-0.252 0.120 0.687
0.096 -0.080 0.137
-0.128 -0.133 0.557
-0.237 0.296 0.057
0.065 -0.243 -0.006
-0.256 0.020 -0.111
-0.217 -0.565 -0.036
-0.199 -0.170 0.031
-0.266 -0.339 -0.059



Formula: C15H35B3NO7P
Source: the OMol25 dataset
Level of theory: ωB97M-V/def2-TZVPD

Computed properties:
Orbital gap (eV): 8.1
HOMO (eV): -8.1408
Largest force on an atom (eV Å⁻¹): 1.5
Calculated total energy (eV): -43266.12310
Total charge: 0
E_LUMO (Ha): -0.0019

Positions of all 62 atoms, in Å:
C  3.156  -2.151  -1.476
C  3.655  -1.224  -2.583
O  2.649  -1.098  -3.579
C  2.506  0.230  -4.076
C  1.572  1.024  -3.174
C  0.875  2.209  -3.868
C  -0.633  2.011  -4.049
C  -1.457  2.708  -2.937
B  -2.035  1.744  -1.854
O  -2.157  0.375  -2.011
B  -2.291  -0.357  -0.853
C  -2.714  -1.874  -1.073
O  -3.249  -2.506  0.105
N  -3.113  -3.926  0.030
O  -3.619  -4.382  -0.912
O  -2.066  0.168  0.407
B  -1.720  1.532  0.332
P  -0.337  2.499  1.276
C  1.243  1.796  0.587
C  2.028  0.839  1.499
C  -0.425  2.247  3.112
C  0.616  3.178  3.778
O  -2.419  2.257  -0.615
H  3.443  -1.810  -0.487
H  3.471  -3.178  -1.616
H  2.071  -2.131  -1.508
H  3.852  -0.247  -2.149
H  4.562  -1.649  -3.012
H  2.117  0.167  -5.088
H  3.496  0.683  -4.140
H  0.856  0.326  -2.749
H  2.168  1.404  -2.347
H  1.114  3.108  -3.308
H  1.342  2.343  -4.842
H  -0.915  2.421  -5.011
H  -0.830  0.945  -3.996
H  -0.790  3.379  -2.399
H  -2.245  3.345  -3.336
H  -3.444  -1.864  -1.878
H  -1.838  -2.436  -1.398
H  1.889  2.583  0.219
H  0.969  1.224  -0.297
H  1.611  -0.157  1.434
H  2.000  1.168  2.528
H  3.049  0.758  1.140
H  -1.406  2.606  3.397
H  -0.288  1.229  3.447
H  0.153  3.788  4.544
H  0.983  3.880  3.033
H  1.473  2.632  4.152
C  -1.885  -3.488  3.017
C  -1.060  -2.822  4.096
C  -1.939  -2.101  5.107
O  -0.155  -1.907  3.484
H  -2.462  -2.741  2.467
H  -1.236  -3.987  2.297
H  -2.577  -4.224  3.430
H  -0.447  -3.563  4.611
H  -2.527  -1.322  4.614
H  -1.328  -1.616  5.870
H  -2.625  -2.792  5.599
H  -0.686  -1.254  3.008

Forces on the atoms, in the same order (eV/Å):
-0.338 0.184 -0.199
-0.424 -0.349 0.454
0.191 0.053 -0.300
-0.037 -0.562 0.226
0.340 0.477 0.069
0.419 -0.507 -0.005
0.034 0.624 0.458
0.381 -0.632 -0.071
-0.762 0.616 -0.473
0.512 0.244 0.260
-0.632 -1.294 0.554
-0.345 0.518 0.137
0.779 0.242 0.006
-0.720 -0.125 0.405
0.317 -0.037 -0.322
0.675 0.565 -0.824
-0.842 -0.575 1.056
-0.153 1.270 -0.005
-0.092 -0.999 0.221
-0.306 0.196 -0.550
0.628 0.141 -0.248
-0.212 0.008 -0.665
1.069 -0.036 -0.160
0.271 -0.012 0.128
0.085 -0.174 0.005
-0.200 -0.059 0.056
0.255 0.179 -0.044
0.200 0.268 -0.196
-0.181 -0.159 -0.142
0.046 0.268 -0.079
-0.215 -0.115 -0.021
0.017 -0.032 0.273
-0.245 0.301 0.000
0.058 0.046 -0.191
-0.219 -0.195 -0.237
-0.178 -0.154 -0.499
-0.086 0.292 0.168
-0.174 0.045 -0.062
-0.075 -0.262 -0.231
0.120 -0.035 -0.230
-0.048 0.447 0.171
-0.062 0.023 -0.258
-0.243 -0.305 0.231
0.254 -0.030 0.245
0.273 0.081 0.157
-0.349 -0.212 -0.056
-0.136 -0.344 0.120
0.074 -0.085 0.404
0.176 0.183 -0.037
0.061 -0.055 0.293
0.000 -0.241 -0.056
-0.404 0.202 -0.111
0.137 0.079 0.144
0.271 0.188 0.080
-0.057 0.027 0.046
-0.007 -0.031 0.028
-0.014 0.003 -0.005
0.133 0.062 -0.041
-0.047 -0.073 -0.054
0.006 -0.048 0.001
-0.022 0.003 -0.011
0.042 -0.102 -0.012



Formula: C15H35B4Cl12NO4
Source: the OMol25 dataset
Level of theory: ωB97M-V/def2-TZVPD

Computed properties:
SMILES string: CCNB1OBOB(B(C)O)O1.ClCCCl.ClCCCl.ClCCCl.ClCCCl.ClCCCl.ClCCCl
Orbital gap (eV): 9.7
HOMO (eV): -9.3886
Largest force on an atom (eV Å⁻¹): 0.9
Calculated total energy (eV): -178787.99123
Total charge: 0
E_LUMO (Ha): 0.0100

Positions of all 71 atoms, in Å:
C  -4.230  -0.370  -0.200
C  -4.570  -1.675  -0.928
N  -4.929  -1.416  -2.346
B  -3.818  -1.530  -3.260
O  -2.881  -0.484  -3.374
B  -2.288  -0.339  -4.622
O  -2.000  -1.484  -5.360
B  -2.448  -2.696  -4.836
B  -1.554  -4.150  -5.074
C  -0.203  -4.211  -5.876
O  -2.003  -5.322  -4.494
O  -3.596  -2.671  -4.043
H  -4.065  -0.555  0.866
H  -3.341  0.104  -0.629
H  -5.068  0.328  -0.305
H  -5.411  -2.166  -0.429
H  -3.704  -2.359  -0.870
H  -5.693  -2.010  -2.638
H  -2.067  0.751  -5.040
H  0.568  -4.725  -5.280
H  0.165  -3.224  -6.176
H  -0.374  -4.816  -6.779
H  -2.951  -5.295  -4.346
Cl  -2.128  3.529  -4.998
C  -0.823  4.327  -4.083
C  -0.476  3.643  -2.785
Cl  -1.781  3.760  -1.574
H  -1.130  5.356  -3.913
H  0.056  4.322  -4.727
H  0.399  4.127  -2.356
H  -0.260  2.587  -2.930
Cl  -2.894  4.331  3.202
C  -1.126  4.452  3.002
C  -0.608  3.505  1.948
Cl  -0.736  1.807  2.462
H  -0.670  4.257  3.970
H  -0.907  5.477  2.707
H  0.451  3.699  1.782
H  -1.143  3.632  1.009
Cl  3.020  -1.101  2.166
C  3.613  -0.310  3.654
C  2.770  0.866  4.060
Cl  2.955  2.238  2.941
H  4.645  -0.014  3.481
H  3.592  -1.062  4.442
H  3.104  1.225  5.032
H  1.713  0.618  4.108
Cl  -1.557  -3.579  4.162
C  0.190  -3.916  4.270
C  0.841  -3.997  2.913
Cl  0.311  -5.433  1.997
H  0.315  -4.844  4.823
H  0.638  -3.101  4.836
H  1.920  -4.078  3.031
H  0.620  -3.117  2.316
Cl  2.159  5.222  6.449
C  3.905  5.541  6.283
C  4.576  4.540  5.378
Cl  4.611  2.908  6.099
H  4.340  5.533  7.279
H  4.010  6.538  5.858
H  5.610  4.832  5.203
H  4.062  4.459  4.424
Cl  3.704  -3.800  -3.930
C  2.851  -3.248  -2.465
C  1.607  -2.460  -2.795
Cl  1.974  -0.886  -3.549
H  3.550  -2.663  -1.874
H  2.570  -4.139  -1.905
H  1.054  -2.253  -1.880
H  0.967  -3.010  -3.482

Forces on the atoms, in the same order (eV/Å):
-0.218 -0.089 -0.071
0.275 0.535 0.152
0.333 -0.558 -0.282
0.265 0.357 0.034
-0.522 -0.332 -0.546
0.003 -0.383 0.262
-0.246 0.159 0.678
-0.308 0.198 -0.318
-0.060 -0.407 -0.031
0.033 0.039 0.380
0.187 0.334 -0.786
0.269 0.401 0.039
0.080 0.032 -0.125
-0.125 -0.092 0.077
0.160 -0.095 0.034
0.124 0.055 -0.160
-0.306 0.071 0.120
0.057 -0.143 0.128
0.188 -0.228 0.009
-0.081 0.056 -0.271
-0.015 -0.215 0.026
0.095 0.091 0.152
-0.099 0.112 0.537
0.024 0.077 0.137
0.059 0.111 -0.065
0.034 -0.096 -0.037
-0.083 0.013 -0.097
-0.015 -0.011 0.015
0.004 -0.001 0.009
-0.006 0.004 -0.004
-0.051 0.000 -0.022
-0.006 -0.003 0.010
0.063 0.027 0.006
0.099 0.208 0.012
-0.077 -0.138 -0.034
-0.017 -0.021 -0.004
-0.015 -0.011 -0.017
0.003 -0.002 0.021
0.013 -0.144 0.106
-0.004 0.011 -0.030
0.094 -0.079 0.043
-0.122 -0.004 0.184
-0.008 0.080 -0.139
-0.021 0.001 -0.042
-0.031 0.007 -0.001
-0.080 -0.075 -0.076
-0.005 0.010 -0.096
-0.002 -0.004 -0.002
0.033 0.009 0.040
0.071 0.021 0.004
-0.022 0.005 -0.031
-0.028 -0.008 -0.019
-0.005 0.011 -0.024
-0.008 0.003 0.012
-0.038 -0.014 -0.013
-0.007 -0.001 0.004
0.022 0.024 -0.006
0.023 0.048 -0.087
0.155 0.104 0.138
-0.027 -0.028 0.003
-0.011 -0.011 -0.015
0.001 0.001 0.049
-0.024 -0.040 0.023
0.001 0.016 -0.002
-0.063 -0.005 0.033
-0.043 -0.051 0.055
-0.008 0.006 -0.018
0.003 0.031 -0.034
-0.012 -0.002 -0.011
0.023 0.003 0.007
0.028 0.018 -0.024



Formula: C15H35BF4NO10
Source: the OMol25 dataset
Level of theory: ωB97M-V/def2-TZVPD

Computed properties:
Orbital gap (eV): 4.7
HOMO (eV): -3.0382
ΔE to the lowest compared entry with this formula, charge and spin (kcal per mole): 111.1
Largest force on an atom (eV Å⁻¹): 4.5
Calculated total energy (eV): -49637.91112
Total charge: -1
E_LUMO (Ha): 0.0615

Positions of all 66 atoms, in Å:
N  -18.202  -20.948  2.786
H  -18.214  -21.651  3.512
H  -17.284  -20.861  2.374
H  -18.476  -20.048  3.153
H  -18.912  -21.237  2.129
C  -19.521  -23.927  7.772
C  -18.751  -24.892  6.834
C  -19.642  -26.053  6.423
O  -18.132  -24.248  5.794
H  -19.872  -24.411  8.684
H  -20.467  -23.485  7.460
H  -18.880  -23.080  8.016
H  -17.945  -25.326  7.425
H  -19.798  -26.647  7.323
H  -19.211  -26.636  5.609
H  -20.535  -25.580  6.014
B  -20.712  -17.616  2.732
F  -21.379  -16.448  2.674
F  -21.514  -18.399  3.615
F  -20.576  -18.209  1.513
F  -19.547  -17.480  3.364
C  -10.971  -19.418  -1.805
C  -12.243  -20.149  -1.406
O  -11.873  -20.961  -0.310
C  -12.815  -21.497  0.484
O  -14.059  -21.486  0.394
O  -12.104  -21.963  1.574
C  -12.678  -22.863  2.514
H  -10.767  -18.678  -1.031
H  -11.141  -18.878  -2.736
H  -10.100  -20.073  -1.786
H  -12.939  -20.539  -2.148
H  -12.813  -19.386  -0.876
H  -13.475  -22.286  2.982
H  -12.031  -23.202  3.323
H  -13.037  -23.787  2.060
C  -10.857  -15.685  2.691
C  -12.162  -16.464  2.760
O  -12.423  -16.814  4.122
C  -13.604  -17.433  4.450
O  -14.462  -17.748  3.632
O  -13.650  -17.526  5.812
C  -14.610  -18.325  6.459
H  -10.886  -14.735  3.223
H  -10.404  -15.573  1.705
H  -10.133  -16.171  3.345
H  -11.978  -17.367  2.179
H  -12.861  -15.820  2.227
H  -14.247  -19.298  6.789
H  -15.454  -18.514  5.796
H  -14.927  -17.751  7.330
C  -23.938  -23.795  2.819
C  -23.402  -24.419  1.547
O  -23.662  -23.660  0.410
C  -22.756  -22.790  -0.057
O  -21.653  -22.625  0.477
O  -23.285  -22.198  -1.053
C  -22.468  -21.362  -1.871
H  -23.792  -24.401  3.713
H  -25.011  -23.695  2.652
H  -23.396  -22.905  3.138
H  -23.894  -25.367  1.334
H  -22.374  -24.782  1.572
H  -23.092  -20.896  -2.633
H  -21.577  -21.875  -2.232
H  -22.218  -20.628  -1.104

Forces on the atoms, in the same order (eV/Å):
-0.313 -0.017 0.062
0.213 -0.505 0.877
0.285 -0.163 -0.309
-0.368 0.732 0.387
-0.270 0.021 -0.693
-0.161 -0.015 0.514
0.818 1.144 -1.042
-0.116 0.536 -0.178
-0.547 0.324 -0.410
0.455 -0.302 0.534
-0.025 -0.050 -1.109
0.162 -0.106 0.155
0.314 -0.391 0.970
-0.577 -0.360 -0.147
0.292 -0.078 0.208
-0.518 -0.360 0.134
-2.480 -0.818 1.487
-0.747 2.423 -0.888
-0.317 -1.278 -0.045
0.367 -0.932 -1.555
3.496 0.190 0.930
-0.226 -0.093 0.054
-0.670 2.257 1.345
-0.522 -1.972 0.413
-1.837 -0.090 1.866
3.781 -0.081 -0.316
0.601 -0.048 -1.466
-1.579 0.331 0.216
-0.014 0.067 -0.028
0.376 -0.204 -0.112
-0.096 -0.088 -0.613
0.649 -0.761 -0.081
-0.662 0.335 -0.580
-0.399 -0.581 0.136
0.793 0.687 -0.475
-0.279 0.262 -0.299
0.851 -0.062 1.867
1.088 0.148 -1.188
-1.071 -0.063 0.654
-0.790 0.334 -0.992
1.607 0.211 1.849
1.427 0.297 -1.820
-1.264 -0.210 -0.069
-0.562 0.423 -0.499
-0.434 -0.056 -0.030
0.295 -0.576 -0.312
-0.528 -0.204 0.029
-0.949 -0.481 0.638
0.516 0.140 -0.134
-0.103 0.165 0.084
-0.103 -0.136 -0.093
0.338 -0.266 0.179
0.704 -1.841 0.863
-0.475 0.810 -1.160
2.186 -1.240 3.705
-1.502 0.039 -1.533
-1.360 -0.037 -2.664
0.170 0.986 1.695
-0.076 -0.678 -0.307
0.045 0.637 0.361
-0.405 0.488 -0.635
-0.610 0.053 0.196
0.399 0.830 0.241
0.094 -0.438 0.044
-0.226 -0.002 -0.107
0.857 0.710 -0.802